[1]
Below is an isolated ion of composition C3H11N2S2 and charge +1, with properties calculated with the ωB97M-V functional and the def2-TZVPD basis.

Structure (XYZ):
```
18
Properties=species:S:1:pos:R:3:forces:R:3
N 3.672 0.191 0.462 0.5460 0.7966 -0.4646
C 2.549 -0.599 0.033 -0.9231 -0.3484 0.0396
C 1.230 0.245 0.081 1.6390 -0.7670 0.3052
N 1.334 0.968 1.405 -0.2097 0.0398 -0.2896
C 0.019 -0.635 0.047 -1.2860 -0.3585 0.0707
S -1.435 0.465 -0.280 1.6056 1.0615 -0.1986
S -3.060 -0.542 -0.690 -1.4620 -1.3336 -0.0187
H 4.179 0.647 -0.296 -0.4884 0.0558 0.0068
H 4.390 -0.339 0.914 0.1201 -0.5196 0.4807
H 2.600 -1.027 -0.969 0.2025 0.0252 -0.0122
H 2.412 -1.427 0.730 0.1223 -0.1217 0.0033
H 1.301 0.932 -0.760 -0.4161 0.4653 0.2739
H 2.345 1.150 1.570 0.1853 -0.3431 -0.1314
H 0.949 0.347 2.118 0.1258 0.2051 0.1775
H 0.859 1.858 1.456 -0.4998 0.3003 -0.0965
H 0.126 -1.439 -0.678 0.0140 0.2612 -0.4683
H -0.171 -1.178 0.981 0.3099 0.2576 0.1275
H -3.018 -0.821 -2.020 0.4145 0.3235 0.1946
```
Forces are in eV/Å.

Output
Gap between HOMO and LUMO: 9.437 eV
Charge: +1
ΔE to the lowest compared entry with this formula, charge and spin: 66.5 kJ/mol
SMILES: NC[C@H]([NH3+])CSS
LUMO energy: -0.1161 Eh


[2]
Below is a 2-piece molecular cluster, C3H11N3 overall, with properties calculated with the ωB97M-V functional and the def2-TZVPD basis.

Structure (XYZ):
```
17
Properties=species:S:1:pos:R:3:forces:R:3
C -0.726 2.162 -4.013 -3.1687 0.1534 1.3742
C -0.348 3.386 -3.701 3.5505 1.2284 0.6384
N -0.669 4.254 -2.521 -1.3100 -2.9419 -1.4991
H -1.719 1.846 -3.615 0.9646 -0.3720 0.0359
H -0.212 1.481 -4.641 0.2847 -0.0093 -0.9432
H 0.595 3.647 -4.310 -1.3479 0.4710 1.4078
H -1.330 3.615 -1.910 2.2612 2.0755 -1.0504
H 0.238 4.547 -2.114 -1.2341 -0.6060 0.0371
N 0.565 -1.477 3.074 1.4238 -0.4939 -0.2967
C 0.734 -2.812 2.502 0.3909 0.9055 -0.9186
N 0.112 -3.813 3.305 1.1059 1.0838 2.7030
H -0.368 -1.300 2.748 -0.4684 1.0103 1.4013
H 0.816 -1.429 4.072 -1.0015 0.1375 -0.7357
H 0.280 -2.549 1.507 0.4561 -1.6864 0.5191
H 1.789 -3.113 2.402 -0.0644 0.7087 -0.3752
H -0.423 -4.575 3.003 -0.3068 -0.9869 -0.4608
H 0.667 -3.870 4.212 -1.5359 -0.6775 -1.8369
```
Forces are in eV/Å.

Output
Gap between HOMO and LUMO: 9.793 eV
Charge: 0
ΔE to the lowest compared entry with this formula, charge and spin: 298.4 kJ/mol
SMILES: C=CN.NCN
LUMO energy: 0.0399 Eh


[3]
Below is a 2-piece molecular cluster, C3H11N3 overall, with properties calculated with the ωB97M-V functional and the def2-TZVPD basis.

Structure (XYZ):
```
17
Properties=species:S:1:pos:R:3:forces:R:3
C 1.142 -1.193 -0.173 1.7992 5.5010 4.9640
C -0.140 1.492 0.530 3.6698 -2.3637 -0.5492
C 1.342 0.184 -0.828 2.0583 1.1960 2.2812
N -2.910 -0.723 -0.048 1.9004 -2.4851 1.4433
N -2.101 -0.811 -0.955 -1.1461 0.5890 0.3698
N 0.285 1.161 -0.866 0.7644 0.2111 2.5366
H 1.824 -1.852 -0.484 2.6157 -2.6097 -1.2317
H 1.271 -1.015 0.976 -0.1384 -0.7288 -1.7424
H 0.211 -1.473 -0.289 -4.6769 -1.8077 -0.9065
H 0.857 1.480 1.061 -1.2859 0.3200 0.1207
H -0.473 2.430 0.438 -1.5643 3.6301 0.4154
H -0.831 0.848 1.055 -0.2295 -0.4772 -0.0779
H 2.242 0.818 -0.282 -1.6819 -1.9687 -1.6693
H 1.553 -0.100 -1.800 1.0266 0.2677 -2.3185
H -2.789 -1.468 0.822 -0.9676 2.0367 -1.7678
H -3.648 -0.004 0.055 0.0966 -0.1663 -0.0612
H -0.498 0.768 -1.258 -2.2405 -1.1446 -1.8067
```
Forces are in eV/Å.

Output
Gap between HOMO and LUMO: 9.206 eV
Charge: 0
ΔE to the lowest compared entry with this formula, charge and spin: 485.5 kJ/mol
LUMO energy: 0.0216 Eh


[4]
Below is a 2-piece molecular cluster, C3H11N3 overall, with properties calculated with the ωB97M-V functional and the def2-TZVPD basis.

Structure (XYZ):
```
17
Properties=species:S:1:pos:R:3:forces:R:3
H 2.429 -0.544 0.141 0.0565 -0.1621 0.0394
N 1.785 -0.988 -0.515 -1.4101 1.0721 -0.2322
C 0.558 -0.836 -0.104 2.4320 -2.1801 0.7430
C -0.516 -1.514 -0.926 -0.3121 0.4611 0.0703
N 0.296 -0.359 1.176 -0.5005 0.2477 -0.8029
N -0.825 -0.730 1.922 -0.4025 -0.0826 0.0176
H -0.792 -0.840 -1.743 -0.0736 -0.1191 0.0633
H -0.149 -2.444 -1.366 0.1912 0.3160 0.1479
H -1.416 -1.750 -0.358 0.0460 0.1167 -0.0305
H 1.015 0.192 1.641 -0.5122 -0.4247 -0.0957
H -1.684 -0.491 1.425 0.3379 0.1543 0.2709
H -0.844 -1.741 2.076 0.1633 0.3415 -0.0587
C 0.029 2.430 -0.673 0.3208 -1.5886 -0.3176
H -0.031 2.522 0.412 -0.0365 0.0135 -0.1067
H 0.756 3.142 -1.065 -0.0936 -0.1351 -0.0412
H -0.954 2.596 -1.116 0.0798 0.1405 0.0534
H 0.342 1.354 -0.926 -0.2864 1.8288 0.2797
```
Forces are in eV/Å.

Output
Gap between HOMO and LUMO: 9.751 eV
Charge: 0
ΔE to the lowest compared entry with this formula, charge and spin: 171.7 kJ/mol
SMILES: [H]/N=C(/C)NN.C
LUMO energy: 0.0339 Eh